# C43H90F9N5O9S3

8 unconnected molecules or ions with the total composition C43H90F9N5O9S3 at a distorted geometry (wB97M-V/def2-TZVPD, OMol25).

Geometry as XYZ:
```
159
Properties=species:S:1:pos:R:3:forces:R:3
C -7.3282 -0.1855 -6.2620 0.8 -0.4 0.1
C -5.8607 -0.0302 -5.8823 1.5 -2.0 0.0
C -5.2793 -1.2348 -4.9549 -0.8 1.3 0.0
N -4.1706 -0.8134 -4.0347 1.9 -0.5 0.4
C -2.9574 -0.4484 -4.8887 0.2 -0.2 0.1
C -4.5106 0.3297 -3.0455 0.2 0.9 -3.2
C -4.9608 -0.2858 -1.8181 0.5 1.7 3.4
C -4.7347 -1.7364 -1.8108 -0.8 -1.8 -1.7
C -3.7871 -1.9817 -3.0046 -0.1 1.7 0.4
H -7.4620 -1.0699 -6.8849 0.1 -0.2 0.1
H -7.5641 0.6452 -6.9271 -0.6 0.1 0.5
H -7.9211 -0.3289 -5.3587 -0.4 0.6 -0.3
H -5.5524 0.9691 -5.5752 -0.4 -0.1 0.6
H -5.2737 -0.1806 -6.7884 0.0 0.2 -0.3
H -4.8573 -2.0154 -5.5878 -0.1 0.0 0.0
H -6.0032 -1.7044 -4.2888 -0.4 0.2 -0.2
H -2.8008 -1.1734 -5.6874 -0.4 -0.1 0.1
H -2.0262 -0.4677 -4.3225 -0.3 0.0 0.5
H -3.0085 0.5427 -5.3395 -0.6 -0.1 0.1
H -3.6006 0.9270 -2.9889 0.0 -0.1 0.3
H -5.2390 0.9659 -3.5484 -0.1 -0.1 0.1
H -4.2584 -0.0007 -1.0349 0.1 0.8 0.0
H -5.8761 0.1136 -1.3813 -0.4 -0.4 -0.5
H -4.2884 -1.9496 -0.8395 -0.3 -1.0 -0.3
H -5.6690 -2.2399 -2.0589 0.0 -0.5 0.7
H -2.8082 -1.6853 -2.6277 0.3 -0.2 -0.5
H -3.7846 -2.9684 -3.4678 -0.1 0.3 -0.1
C 4.6656 -1.2100 -0.4467 -0.4 1.4 -1.0
C 3.9661 -1.1486 -1.8605 0.3 -0.6 0.7
C 3.7583 0.2621 -2.4334 -0.4 -0.9 0.5
N 2.8265 0.3690 -3.6834 -0.3 0.3 -0.2
C 1.3543 -0.0450 -3.4532 1.1 -0.2 0.7
C 3.4538 -0.3644 -4.8452 0.2 0.3 -1.4
C 2.9317 0.2921 -6.2033 -0.1 1.0 2.9
C 2.5879 1.7980 -5.7631 -0.2 -1.3 1.3
C 2.8416 1.8253 -4.1734 0.6 -0.2 -1.7
H 5.5152 -0.5358 -0.3379 0.2 0.0 -0.4
H 5.0494 -2.2135 -0.2630 -0.5 0.1 0.2
H 3.9392 -0.7998 0.2549 0.0 -0.7 0.4
H 3.0137 -1.6417 -1.6662 -0.1 0.0 -0.4
H 4.5809 -1.7749 -2.5069 -0.2 0.1 -0.4
H 4.7439 0.6258 -2.7239 -0.3 0.4 -0.3
H 3.3159 0.8646 -1.6401 -0.1 0.2 -0.3
H 0.7537 0.1649 -4.3382 0.4 -0.2 -0.1
H 0.9255 0.4823 -2.6010 0.4 0.4 -0.1
H 1.3601 -1.0839 -3.1235 -0.1 0.0 -0.5
H 3.4161 -1.4537 -4.8337 -0.9 0.1 0.4
H 4.5308 -0.2161 -4.7665 0.0 0.5 0.0
H 1.9759 -0.1558 -6.4749 0.6 -0.3 -0.7
H 3.7887 0.2328 -6.8743 -0.7 -0.1 -0.5
H 1.5305 2.0475 -5.8513 -0.1 -0.5 -0.4
H 3.0744 2.5391 -6.3974 0.5 0.0 0.6
H 2.0664 2.4019 -3.6687 0.3 -0.1 0.2
H 3.8504 2.1765 -3.9564 -0.2 0.3 0.1
C 3.7251 -2.5931 6.0110 -0.2 0.0 0.6
C 3.2122 -1.1456 5.9928 -1.1 -1.3 0.4
C 2.8942 -0.6201 4.5938 -0.2 2.0 1.5
N 2.1744 0.7256 4.7999 1.1 2.6 2.0
C 3.1502 1.7201 5.6037 -0.7 -0.6 -0.5
C 0.8164 0.6740 5.5478 -1.4 -1.6 -2.0
C -0.1468 1.7179 4.9060 2.0 1.0 1.9
C 0.4135 1.9483 3.5204 0.5 -0.8 -0.8
C 1.9103 1.4486 3.4950 -1.2 0.6 0.0
H 4.2732 -2.8672 5.1095 0.0 0.0 0.1
H 2.9296 -3.3083 6.2204 -0.1 0.0 -0.5
H 4.3868 -2.6964 6.8710 0.2 -0.1 -0.2
H 3.8316 -0.6148 6.7158 0.5 0.8 -1.1
H 2.2531 -1.0819 6.5068 -0.2 -0.5 0.1
H 2.1304 -1.1400 4.0155 0.5 -0.8 0.0
H 3.8079 -0.3482 4.0653 -0.2 -0.3 -0.5
H 4.0418 1.7958 4.9812 -0.1 0.3 0.1
H 3.4560 1.4509 6.6147 -0.4 -0.9 -0.3
H 2.6405 2.6688 5.7719 -0.1 0.0 -0.7
H 0.8335 0.6770 6.6376 0.6 0.1 -0.3
H 0.3705 -0.2527 5.1866 0.3 -0.6 0.5
H 0.0059 2.5402 5.6050 -0.5 0.8 -0.5
H -1.2031 1.4523 4.9487 0.3 -0.3 -0.1
H 0.4270 2.9675 3.1344 -0.4 0.1 0.4
H -0.2308 1.3657 2.8620 0.4 -0.1 -0.3
H 2.5477 2.3326 3.4740 0.1 -0.2 0.0
H 2.1673 0.8410 2.6273 -0.2 -0.3 0.2
C -0.8699 8.0738 1.2270 -0.4 0.5 1.0
C -0.6522 6.8856 0.2973 -0.8 -0.8 -0.6
C 0.3192 5.8473 0.7944 3.0 -0.3 0.2
N 0.7893 4.7811 -0.1980 -2.0 -0.8 -1.3
C -0.5495 4.0809 -0.6827 2.3 -0.1 0.5
C 1.5834 5.3822 -1.3761 -0.2 -1.0 1.2
C 3.0063 5.4848 -0.8300 -0.4 1.0 0.9
C 3.1333 4.5214 0.4027 0.8 0.4 -0.7
C 1.8331 3.8082 0.4734 -1.3 -0.1 -1.3
H -1.4745 7.9594 2.1267 0.3 -1.2 0.3
H -1.4714 8.9098 0.8700 0.4 -0.1 -1.2
H 0.0923 8.4675 1.5545 0.0 0.1 -0.1
H -0.4241 7.2637 -0.6992 0.5 0.0 0.0
H -1.4846 6.2076 0.1090 -1.1 1.0 0.3
H -0.0234 5.2850 1.6631 -0.3 0.2 0.0
H 1.3385 6.1622 1.0179 -0.3 1.2 0.8
H -1.1615 4.7649 -1.2706 0.1 0.1 0.4
H -0.9899 3.7435 0.2555 -0.5 0.0 -0.5
H -0.2276 3.2510 -1.3118 -0.2 -0.1 0.2
H 1.5348 4.6386 -2.1716 -0.2 0.1 -0.1
H 1.1554 6.3342 -1.6901 0.0 -0.3 0.1
H 3.7068 5.3239 -1.6494 0.2 0.0 0.4
H 3.1094 6.4926 -0.4277 0.4 0.1 -0.4
H 3.9675 3.8612 0.1655 -0.2 -0.3 0.4
H 3.3191 4.9487 1.3881 0.4 0.7 -0.4
H 1.9396 2.9344 -0.1693 -0.8 -0.2 0.1
H 1.5177 3.5164 1.4751 -0.3 0.1 -0.3
C 3.0070 -5.3654 3.6415 -0.5 0.8 1.1
C 2.5230 -5.4039 2.2120 0.6 -0.7 -0.3
C 1.2606 -4.6025 1.7992 0.7 -0.6 -0.6
N 0.7780 -5.0687 0.4178 -2.4 -1.2 -0.8
C 1.7577 -4.9828 -0.7358 -0.4 0.1 1.4
C -0.5456 -4.3562 -0.0150 -0.7 0.7 -0.6
C -1.6611 -5.3978 -0.1715 -0.8 0.3 -0.4
C -0.9911 -6.6762 -0.5799 1.2 0.5 1.6
C 0.2097 -6.5360 0.4448 0.9 -1.3 -0.9
H 3.4335 -4.3836 3.8470 -0.4 0.2 0.2
H 3.8291 -6.0349 3.8944 -0.1 -0.4 -0.6
H 2.1978 -5.5775 4.3403 0.0 0.1 0.2
H 2.4732 -6.4618 1.9539 -0.6 -0.1 -0.3
H 3.4095 -5.0519 1.6843 -0.3 0.2 -0.7
H 1.5243 -3.5475 1.7240 -0.2 0.1 -0.2
H 0.3542 -4.6815 2.3994 0.2 -0.3 0.5
H 2.6214 -5.6054 -0.5024 0.0 0.2 0.0
H 2.0044 -3.9223 -0.7853 0.1 -0.1 -0.5
H 1.2292 -5.3968 -1.5945 0.2 0.4 -0.1
H -0.3585 -3.8379 -0.9555 0.3 -0.3 0.0
H -0.9172 -3.5551 0.6240 0.8 -0.2 0.7
H -2.3935 -5.1443 -0.9379 0.0 0.6 0.1
H -2.2125 -5.5049 0.7626 0.1 -0.1 0.1
H -0.7352 -6.6976 -1.6392 0.6 0.2 0.1
H -1.5819 -7.5824 -0.4458 0.1 0.1 0.5
H 0.9954 -7.2417 0.1747 0.4 0.3 0.2
H -0.0667 -6.7650 1.4740 -0.4 0.3 -0.1
C -1.0827 0.1839 -0.1202 0.0 -0.5 1.2
F -2.1560 -0.5708 0.3173 2.1 1.2 -0.5
F -1.2877 0.4253 -1.4188 -0.1 0.0 -0.4
F -1.0500 1.3797 0.5104 -0.3 -1.1 -0.2
S 0.6753 -0.5991 0.1156 -0.9 -3.4 1.1
O 0.7207 -1.1283 1.4722 -0.4 0.8 -0.6
O 0.7441 -1.6886 -0.8795 -0.4 1.3 0.2
O 1.6074 0.4667 -0.1017 0.4 1.6 -0.8
C -3.9731 2.6792 1.7635 -2.7 1.7 -0.6
F -2.9613 2.8617 2.6035 0.4 -0.5 0.5
F -3.4837 2.3908 0.5668 1.0 -0.6 -1.1
F -4.7602 1.6288 2.0973 1.0 0.7 0.5
S -5.0336 4.2965 1.4732 -3.6 0.0 -1.4
O -6.0735 3.7970 0.5086 2.3 0.1 1.7
O -5.5994 4.6565 2.7696 1.4 -0.5 -0.8
O -4.1854 5.2983 0.8160 0.8 -1.0 0.9
C -2.0922 -2.2651 3.6018 0.0 -1.7 1.6
F -2.9760 -1.4184 3.9946 -1.6 1.7 1.0
F -2.3193 -2.4325 2.3076 1.0 -0.1 -1.2
F -0.8825 -1.6357 3.8506 -0.2 -0.9 -0.7
S -2.4283 -3.9684 4.5176 -3.4 -0.3 2.6
O -1.8606 -4.9526 3.6748 2.7 -1.2 -2.4
O -1.8707 -3.8477 5.8490 0.8 0.9 -0.7
O -3.8839 -4.1950 4.5581 1.3 1.8 -0.5
```
Forces are in eV/Å.

Values from the calculation:
charge = +2
multiplicity = 1
HOMO-LUMO gap = 0.2265 Ha
energy = -4735.93559 a.u.
F_max = 0.084 Eh/bohr
LUMO energy = -0.1725 Eh